C4H7NS2 in the gas phase at a distorted geometry, computed with ωB97M-V/def2-TZVPD.

XYZ file:
```
14
C4H7NS2 | the Open Molecules 2025 dataset | ωB97M-V/def2-TZVPD
S -2.2196 1.8406 -0.1605
C -0.9696 0.8130 -0.0990
C 0.5536 1.3299 0.0489
C 1.3628 0.0453 -0.3188
C 0.4775 -1.1327 -0.0368
N -0.9137 -0.5475 -0.1389
S -2.2504 -1.4783 -0.1872
H 0.8348 1.5792 1.0813
H 0.7461 2.2013 -0.5441
H 2.3046 0.0288 0.3881
H 1.6711 0.0829 -1.4059
H 0.5848 -1.9370 -0.6986
H 0.5280 -1.4837 0.9797
H -2.7099 -1.3416 1.0919
```

The value obtained for the energy above the lowest of the compared OMol25 structures with the same formula, charge and spin is 59.4 kJ/mol. The calculation puts the HOMO energy at -8.2 eV. The value obtained for the HOMO-LUMO gap is 8.93 eV. The calculation puts the total energy at -27421.230 eV. The SMILES is S=C1CCCN1S.

Partial atomic charges computed with the Löwdin method, in multiples of e: 0.6432, -0.8848, -0.1530, -0.1897, -0.1889, -0.5870, 0.7971, 0.1079, 0.0886, 0.1419, 0.1243, 0.0913, 0.1122, -0.1031